Density functional theory data (ωB97M-V/def2-TZVPD) for C24H28N2O4 in the gas phase.

The energy above the lowest of the compared OMol25 structures with the same formula, charge and spin is 86.5 kJ/mol. Its SMILES is Cc1[nH]c2ccc(OCc3ccccc3)cc2c1CCN1C(=O)OC(C)(C)[C@@]1(C)O. The LUMO energy comes out at 0.70 eV. As for the total energy: -36514.65174 eV. As for the frontier orbital gap: 8.476 eV.

```
58
Properties=species:S:1:pos:R:3:forces:R:3
C 2.40490 3.47957 0.88638 -0.0553 0.0341 0.0750
C 1.03449 3.00925 0.55337 -0.0072 -0.1639 0.1378
N 0.33757 3.59178 -0.47900 0.2777 0.2454 -0.1357
C -0.89857 3.01698 -0.57924 -0.3693 -0.4542 0.2479
C -1.94529 3.24138 -1.46268 -0.0046 -0.0208 0.0127
C -3.07481 2.46736 -1.32919 -0.1101 -0.1132 0.0241
C -3.18090 1.48725 -0.32644 0.0838 0.0890 -0.0339
O -4.36393 0.78826 -0.33391 0.0310 0.0896 -0.1466
C -4.53597 -0.23201 0.61958 -0.1868 -0.1050 0.1865
C -3.56392 -1.37986 0.47854 0.0055 -0.0209 -0.0584
C -3.18723 -2.12416 1.58991 -0.0862 0.0893 -0.1076
C -2.30188 -3.17928 1.45923 0.0383 -0.0671 0.0790
C -1.77902 -3.49839 0.21620 0.0169 -0.0933 0.0134
C -2.14924 -2.75705 -0.89555 -0.0132 -0.0385 -0.0605
C -3.03941 -1.70546 -0.76546 -0.0942 0.0423 0.0428
C -2.14928 1.27112 0.56458 -0.1608 -0.0090 0.0445
C -0.98741 2.03425 0.43174 -0.0090 0.5065 -0.3869
C 0.25397 2.04525 1.13701 0.2065 0.0983 0.1137
C 0.61337 1.13566 2.26456 -0.0082 -0.0362 -0.2222
C 0.82446 -0.31657 1.80433 0.2226 0.1598 0.2694
N 1.86278 -0.44426 0.80535 0.2122 -0.2170 -0.2796
C 3.13854 -0.03271 1.00926 -0.4309 -0.0890 0.0186
O 3.57092 0.53424 1.97737 0.3089 0.1528 0.3799
O 3.88731 -0.32156 -0.07227 0.3765 0.1936 -0.0567
C 3.17016 -1.16418 -0.97936 -0.1620 -0.5401 -0.4036
C 3.71659 -2.58586 -0.82937 -0.1062 0.3546 0.1067
C 3.42260 -0.65647 -2.39466 -0.0206 0.0211 0.4659
C 1.68167 -1.07641 -0.49394 -0.1094 0.6377 -0.1100
C 0.75945 -0.22835 -1.37385 0.2003 -0.3285 0.1551
O 1.17405 -2.37392 -0.37151 -0.1814 -0.3335 0.0352
H 2.95365 3.72730 -0.02152 0.0989 0.0029 -0.0332
H 2.36084 4.37391 1.50995 0.0477 0.0706 0.0118
H 2.95471 2.71446 1.42657 0.0689 -0.0133 0.0176
H 0.67980 4.34864 -1.04599 -0.0155 -0.0834 0.0578
H -1.87846 3.99519 -2.23287 -0.0309 0.0707 -0.0993
H -3.91535 2.59569 -1.99224 -0.0984 0.0289 -0.0915
H -5.55531 -0.59728 0.44664 0.1502 0.0826 0.1009
H -4.49046 0.17774 1.63924 0.0115 -0.0495 -0.1056
H -3.59035 -1.87467 2.56141 -0.0210 0.0471 0.1205
H -2.01671 -3.75256 2.32862 0.0316 -0.0549 0.0771
H -1.09121 -4.32453 0.11370 0.0783 -0.0842 -0.0088
H -1.74707 -3.00337 -1.86728 0.0467 -0.0249 -0.0922
H -3.33067 -1.12648 -1.62926 0.0005 0.0808 -0.0770
H -2.21553 0.53596 1.35006 -0.0332 -0.0946 0.0572
H 1.52674 1.48057 2.74570 -0.0798 -0.0447 0.0978
H -0.18933 1.13018 3.00610 0.0184 0.0132 0.0994
H -0.09746 -0.71319 1.37336 0.0008 -0.0428 0.0275
H 1.09211 -0.92707 2.67488 -0.1361 -0.0112 -0.0891
H 4.78269 -2.57538 -1.03798 0.1021 0.0239 -0.0500
H 3.21159 -3.25561 -1.51724 -0.0097 -0.1075 -0.0467
H 3.55797 -2.94141 0.18467 0.0015 -0.0895 0.0595
H 3.12817 0.38332 -2.49615 -0.0611 0.0982 -0.0599
H 4.48718 -0.72926 -2.59968 0.0931 -0.0274 -0.0629
H 2.88168 -1.26287 -3.11426 -0.0584 -0.0597 -0.1121
H 1.13603 0.78560 -1.46096 0.0165 0.1490 -0.0077
H 0.67185 -0.67561 -2.35954 -0.0394 -0.0339 -0.1309
H -0.23096 -0.18051 -0.92422 -0.1049 0.0151 0.0292
H 0.22786 -2.33458 -0.17266 0.0567 0.0548 -0.0958
```
Positions in Å, forces in eV/Å.